1.
Density functional theory data (ωB97M-V with the def2-TZVPD basis set) for C40H56ClN2O8S3Y as an isolated structure.

Calculated values
- frontier orbital gap (eV) = 4.70
- charge = -2
- energy above the lowest of the compared OMol25 structures with the same formula, charge and spin (kJ/mol) = 151.0
- DFT total energy (eV) = -107827.6666

Last column: Löwdin charge in e.
Positions of all 111 atoms, in Å:
Y1 -1.687 1.437 -0.498  1.5264
C1 4.527 -0.317 3.652  -0.0511
C2 3.732 0.845 4.265  -0.5597
C3 2.979 0.337 5.503  -0.0559
C4 4.727 1.910 4.729  -0.0766
C5 2.744 1.380 3.229  -0.1789
C6 1.742 0.562 2.751  0.0162
C7 0.837 1.018 1.791  -0.1673
N1 -0.252 0.307 1.343  0.1312
C8 -0.396 -0.971 1.255  -0.1813
C9 0.648 -1.964 1.307  0.0412
C10 0.382 -3.238 0.972  -0.1498
C11 -0.983 -3.624 0.661  0.0335
C12 -2.043 -2.795 0.561  -0.0594
C13 -1.786 -1.375 0.837  -0.2513
O1 -2.637 -0.497 0.733  -0.0056
C14 -3.383 -3.321 0.036  -0.5220
C15 -3.181 -3.711 -1.440  -0.0268
C16 -4.550 -2.331 0.092  -0.0445
C17 -3.785 -4.564 0.848  -0.0590
C18 1.466 -4.283 0.748  -0.5539
C19 1.210 -5.514 1.628  -0.0490
C20 1.449 -4.684 -0.735  -0.0331
C21 2.856 -3.737 1.078  -0.0641
C22 0.880 2.352 1.287  -0.2885
O2 0.003 2.750 0.437  -0.1709
C23 1.914 3.204 1.793  -0.0768
C24 2.804 2.688 2.717  0.0238
C25 2.010 4.640 1.285  -0.5362
C26 3.193 5.396 1.897  -0.0847
C27 2.198 4.639 -0.239  -0.0367
C28 0.728 5.403 1.653  -0.0475
H1 5.242 -0.725 4.375  0.0770
H2 5.077 0.017 2.770  0.0892
H3 3.862 -1.124 3.340  0.0659
H4 3.682 -0.044 6.251  0.0759
H5 2.290 -0.470 5.250  0.0733
H6 2.396 1.142 5.954  0.0888
H7 5.395 1.482 5.482  0.0768
H8 4.219 2.766 5.176  0.0852
H9 5.343 2.273 3.904  0.0829
H10 1.611 -0.431 3.162  0.1050
H11 1.657 -1.607 1.442  0.0982
H12 -1.130 -4.667 0.409  0.0973
H13 -2.931 -2.834 -2.041  0.0742
H14 -4.109 -4.131 -1.836  0.0868
H15 -2.391 -4.459 -1.551  0.0749
H16 -4.387 -1.472 -0.555  0.0777
H17 -4.741 -1.969 1.103  0.0914
H18 -5.446 -2.855 -0.254  0.0846
H19 -3.043 -5.363 0.780  0.0650
H20 -4.731 -4.957 0.467  0.0791
H21 -3.921 -4.313 1.902  0.0870
H22 0.234 -5.962 1.434  0.0729
H23 1.255 -5.248 2.686  0.0876
H24 1.970 -6.276 1.434  0.0799
H25 0.508 -5.155 -1.021  0.0777
H26 2.257 -5.393 -0.938  0.0819
H27 1.586 -3.806 -1.369  0.0945
H28 2.921 -3.411 2.119  0.0799
H29 3.114 -2.892 0.438  0.0921
H30 3.604 -4.518 0.922  0.0817
H31 3.582 3.339 3.085  0.0786
H32 4.150 4.923 1.660  0.0793
H33 3.108 5.477 2.984  0.0789
H34 3.214 6.410 1.491  0.0769
H35 3.128 4.132 -0.508  0.0864
H36 2.249 5.670 -0.603  0.0790
H37 1.371 4.135 -0.734  0.0795
H38 0.599 5.424 2.738  0.0863
H39 -0.147 4.942 1.200  0.0308
H40 0.796 6.436 1.297  0.0809
C29 2.439 -3.021 -7.107  -0.0664
C30 1.946 -2.257 -5.908  -0.2879
C31 2.725 -1.266 -5.318  -0.0522
C32 2.263 -0.559 -4.218  -0.0504
C33 1.014 -0.850 -3.694  -0.2608
C34 0.219 -1.833 -4.268  -0.0462
C35 0.690 -2.528 -5.370  -0.0367
S1 0.410 0.071 -2.291  0.5268
O3 -0.420 -0.894 -1.546  -0.3300
O4 1.564 0.548 -1.560  -0.3149
N2 -0.478 1.264 -2.757  -0.2563
C36 -1.555 0.895 -3.682  -0.2101
C37 -2.636 -0.029 -3.078  -0.6646
O5 -2.994 -1.032 -3.698  -0.0048
O6 -3.067 0.368 -1.942  -0.1492
H41 3.442 -2.701 -7.392  0.0660
H42 1.782 -2.872 -7.967  0.0760
H43 2.473 -4.094 -6.907  0.0745
H44 3.705 -1.047 -5.728  0.1018
H45 2.865 0.208 -3.747  0.1108
H46 -0.766 -2.029 -3.860  0.1022
H47 0.066 -3.290 -5.823  0.1134
H48 -1.165 0.440 -4.600  0.0988
H49 -2.049 1.830 -3.957  0.1053
Cl1 -2.480 4.979 -0.386  0.3858
C38 -2.758 3.430 -1.403  -0.6198
H50 -2.458 3.760 -2.402  -0.0366
H51 -3.848 3.354 -1.393  -0.0371
C39 -6.095 5.199 -0.884  -0.1705
O7 -5.864 4.080 -0.040  -0.3045
C40 -6.912 3.489 0.583  -1.4183
S2 -8.466 4.090 0.376  0.4302
S3 -6.475 2.169 1.539  0.4801
H52 -5.112 5.490 -1.244  0.0437
H53 -6.560 6.010 -0.322  0.0611
H54 -6.759 4.931 -1.707  0.0653
O8 -3.155 2.192 1.260  -0.1714
H55 -4.108 1.919 1.301  -0.0315
H56 -3.212 3.153 1.117  -0.0042

---

2.
Density functional theory data (ωB97M-V with the def2-TZVPD basis set) for C40H56F9O8P5ReSi as an isolated structure in a non-equilibrium geometry.

Calculated values
- frontier orbital gap (spin up / spin down) (eV) = 7.09 / 6.40
- energy above the lowest of the compared OMol25 structures with the same formula, charge and spin (kJ/mol) = 152.0
- 2S+1 = 4
- DFT total energy (eV) = -139687.4798
- ⟨S²⟩ = 3.790

Last column: Mulliken spin population.
Positions of all 120 atoms, in Å:
Re1 0.358 -0.069 0.657  2.2987
C1 -1.011 -2.329 4.300  0.0020
C2 -1.838 -2.206 3.017  -0.0860
C3 -1.561 -3.419 2.121  0.0041
P1 -1.759 -0.625 2.016  0.2664
C4 -2.713 0.745 2.889  0.0054
C5 -3.278 0.310 4.239  -0.0033
C6 -3.781 1.451 2.053  -0.0038
C7 -3.046 -1.116 0.770  -0.0412
C8 -4.336 -1.430 1.210  -0.0082
C9 -5.338 -1.755 0.313  -0.0011
C10 -5.070 -1.755 -1.052  0.0019
C11 -3.789 -1.473 -1.494  0.0038
C12 -2.763 -1.173 -0.591  0.0336
Si1 -0.963 -1.129 -1.137  -0.1677
C13 -0.950 -0.743 -3.019  -0.0449
C14 -1.175 -1.778 -3.941  0.0006
C15 -1.302 -1.542 -5.299  0.0007
C16 -1.220 -0.247 -5.783  -0.0009
C17 -0.990 0.791 -4.898  0.0058
C18 -0.836 0.560 -3.527  -0.0443
P2 -0.576 1.904 -2.328  0.1269
C19 0.770 3.016 -3.001  0.0278
C20 1.454 2.620 -4.310  0.0032
C21 0.425 4.511 -3.029  0.0022
C22 -2.209 2.804 -2.425  0.0306
C23 -2.650 3.336 -3.789  0.0078
C24 -3.295 1.878 -1.879  0.0200
C25 -0.574 -3.001 -1.083  0.0268
C26 -1.439 -3.988 -1.570  -0.0020
C27 -1.053 -5.314 -1.655  -0.0009
C28 0.229 -5.684 -1.272  0.0014
C29 1.075 -4.740 -0.719  -0.0081
C30 0.655 -3.414 -0.569  -0.0237
P3 1.646 -2.172 0.319  0.1882
C31 3.112 -1.952 -0.759  -0.0313
C32 2.630 -1.464 -2.129  0.0068
C33 4.021 -3.172 -0.889  -0.0002
C34 2.052 -2.912 1.997  -0.0651
C35 2.044 -4.433 2.144  0.0021
C36 3.327 -2.352 2.623  0.0007
H1 -1.281 -3.270 4.786  0.0008
H2 -1.178 -1.520 5.001  0.0021
H3 0.057 -2.348 4.093  0.0033
H4 -2.894 -2.235 3.299  0.0008
H5 -0.633 -3.300 1.566  0.0036
H6 -2.351 -3.594 1.392  -0.0016
H7 -1.461 -4.312 2.742  0.0012
H8 -1.959 1.491 3.100  0.0017
H9 -4.063 -0.444 4.147  0.0002
H10 -3.726 1.190 4.705  -0.0003
H11 -2.509 -0.060 4.910  0.0015
H12 -4.706 0.881 1.975  0.0002
H13 -3.431 1.687 1.051  0.0018
H14 -3.999 2.400 2.546  0.0001
H15 -4.581 -1.413 2.265  0.0002
H16 -6.331 -1.989 0.676  -0.0003
H17 -5.856 -1.980 -1.762  0.0001
H18 -3.577 -1.480 -2.558  0.0004
H19 -1.231 -2.798 -3.600  -0.0009
H20 -1.466 -2.370 -5.978  0.0002
H21 -1.328 -0.045 -6.841  0.0003
H22 -0.930 1.798 -5.282  0.0005
H23 1.499 2.863 -2.211  0.0141
H24 0.866 2.913 -5.182  0.0010
H25 1.662 1.552 -4.372  -0.0005
H26 2.410 3.146 -4.372  -0.0005
H27 -0.068 4.789 -3.959  0.0002
H28 1.348 5.090 -2.970  0.0000
H29 -0.210 4.817 -2.201  -0.0005
H30 -2.091 3.635 -1.724  0.0015
H31 -2.988 2.516 -4.425  0.0005
H32 -1.873 3.882 -4.317  -0.0004
H33 -3.498 4.014 -3.655  -0.0007
H34 -3.478 1.051 -2.570  -0.0009
H35 -4.231 2.426 -1.750  0.0001
H36 -3.013 1.454 -0.916  -0.0012
H37 -2.441 -3.713 -1.879  0.0005
H38 -1.746 -6.058 -2.029  0.0000
H39 0.560 -6.709 -1.375  -0.0001
H40 2.053 -5.051 -0.389  0.0001
H41 3.655 -1.139 -0.292  0.0043
H42 2.011 -2.215 -2.628  0.0007
H43 3.498 -1.261 -2.758  -0.0003
H44 2.067 -0.533 -2.041  -0.0206
H45 3.569 -3.944 -1.514  0.0004
H46 4.289 -3.609 0.072  -0.0008
H47 4.947 -2.855 -1.375  -0.0001
H48 1.216 -2.535 2.590  0.0551
H49 2.884 -4.898 1.626  -0.0005
H50 1.119 -4.891 1.805  -0.0007
H51 2.156 -4.659 3.208  -0.0004
H52 4.221 -2.708 2.112  0.0002
H53 3.377 -2.691 3.661  -0.0007
H54 3.335 -1.271 2.623  0.0004
O1 0.449 3.607 0.473  -0.0243
P4 -0.480 2.928 1.557  -0.0151
O2 -1.529 3.804 2.073  -0.0002
O3 -0.882 1.603 0.874  0.1533
O4 0.544 2.499 2.764  -0.0018
P5 1.006 1.031 3.211  0.0496
O5 1.798 1.293 4.556  0.0041
O6 -0.181 0.172 3.513  0.0145
O7 1.899 0.395 2.167  0.1277
H55 0.803 4.450 0.777  0.0007
H56 2.734 1.468 4.393  -0.0016
F1 5.170 0.230 -1.652  0.0002
C37 4.613 1.459 -1.591  0.0084
F2 3.757 1.535 -2.612  0.0014
F3 5.587 2.342 -1.835  -0.0002
C38 3.855 1.667 -0.206  -0.0015
O8 2.639 1.110 -0.291  0.0788
C39 4.870 1.113 0.884  0.0048
F4 4.853 -0.219 0.940  0.0011
F5 6.133 1.469 0.620  0.0003
F6 4.610 1.564 2.125  -0.0001
C40 3.847 3.213 0.075  -0.0004
F7 5.062 3.756 0.208  0.0004
F8 3.207 3.477 1.218  0.0002
F9 3.231 3.869 -0.916  -0.0010

---

3.
Density functional theory data (ωB97M-V with the def2-TZVPD basis set) for a 10-piece molecular cluster, C40H56N9O16 overall in a non-equilibrium geometry.

Calculated values
- frontier orbital gap (eV) = 6.39
- charge = -1
- energy above the lowest of the compared OMol25 structures with the same formula, charge and spin (kJ/mol) = 544.5
- DFT total energy (eV) = -88526.2651

Last column: Löwdin charge in e.
Positions of all 121 atoms, in Å:
C1 -0.050 -1.014 0.272  -0.9011
O1 1.086 -0.928 0.823  -0.0686
O2 -0.824 -1.927 0.720  0.1156
O3 -0.420 -0.272 -0.646  -0.0335
H1 -0.266 -2.266 1.365  0.0419
C2 -0.394 0.056 -5.129  -0.0326
C3 -1.050 -0.595 -3.918  0.0641
C4 -2.645 -0.758 -3.950  0.0947
C5 -3.386 0.047 -5.089  -0.0654
C6 -2.671 0.769 -6.242  0.0675
C7 -1.173 0.694 -6.129  -0.0729
N1 -4.861 0.065 -4.911  -0.3165
O4 -5.431 1.084 -5.552  -0.0362
O5 -5.557 -0.808 -4.444  0.0719
H2 0.675 0.293 -5.167  0.0866
H3 -0.607 -1.048 -3.139  0.0072
H4 -3.340 -1.053 -3.289  0.0116
H5 -3.262 1.086 -6.973  0.0324
H6 -0.636 1.014 -6.923  0.0439
C8 3.365 1.322 -2.838  -0.0666
C9 2.590 0.343 -1.848  -0.0052
C10 2.550 -1.161 -2.203  0.0417
C11 2.947 -1.667 -3.639  -0.0719
C12 3.615 -0.557 -4.584  0.0679
C13 3.683 0.874 -4.137  -0.1097
N2 2.806 -3.047 -4.023  -0.2904
O6 2.750 -3.392 -5.321  -0.0242
O7 2.661 -3.912 -3.110  0.0463
H7 3.351 2.415 -2.462  0.1028
H8 2.249 0.494 -0.640  0.1232
H9 2.131 -1.862 -1.477  0.0582
H10 3.676 -1.013 -5.502  0.0380
H11 3.642 1.755 -4.635  0.0454
C14 4.383 1.770 1.124  -0.0804
C15 4.300 0.334 1.526  0.0169
C16 4.846 -0.172 2.881  0.0476
C17 5.758 0.713 3.647  -0.0576
C18 5.704 2.304 3.324  0.1057
C19 5.072 2.675 1.936  -0.0687
N3 6.416 0.267 4.930  -0.3262
O8 6.512 -0.957 5.200  0.0197
O9 6.469 1.063 5.902  0.0222
H12 3.694 2.134 0.310  0.0931
H13 3.707 -0.376 1.164  0.0049
H14 4.612 -1.277 3.065  0.0849
H15 6.124 3.060 3.794  0.0122
H16 5.081 3.765 1.725  0.0947
C20 -3.934 0.345 5.888  -0.1201
C21 -4.315 -1.082 5.611  -0.0295
C22 -3.271 -2.050 5.105  0.0350
C23 -1.848 -1.515 4.783  -0.0202
C24 -1.442 0.026 5.162  0.1438
C25 -2.699 0.916 5.666  -0.0621
N4 -0.808 -2.447 4.228  -0.3271
O10 -1.235 -3.423 3.514  0.0206
O11 0.393 -2.206 4.394  0.0743
H17 -4.742 1.029 6.242  0.1023
H18 -5.277 -1.528 5.604  0.0683
H19 -3.541 -3.053 4.990  0.0645
H20 -0.593 0.483 5.264  0.0040
H21 -2.352 1.965 5.633  0.0862
C26 -1.220 -3.977 -2.472  -0.4078
O12 -0.615 -4.027 -3.503  0.0227
N5 -2.521 -4.017 -2.364  -0.1664
C27 -3.212 -3.836 -1.048  -0.0345
C28 -3.308 -4.045 -3.579  -0.0411
H22 -0.613 -3.756 -1.538  0.1516
H23 -4.227 -4.355 -1.135  0.1049
H24 -3.198 -2.788 -0.715  0.0590
H25 -2.667 -4.281 -0.165  0.0905
H26 -2.819 -3.633 -4.295  0.0008
H27 -4.206 -3.415 -3.481  0.0950
H28 -3.519 -5.128 -3.816  0.1197
C29 0.193 3.109 -2.155  -0.3213
O13 1.193 3.884 -1.880  -0.1257
N6 -0.894 3.683 -2.514  -0.1539
C30 -2.201 2.914 -2.610  -0.0254
C31 -1.159 5.234 -2.767  0.0096
H29 0.247 2.168 -1.763  0.0876
H30 -2.705 3.406 -1.583  0.1578
H31 -1.999 1.739 -2.502  0.1007
H32 -2.457 2.931 -3.611  0.0414
H33 -0.015 5.573 -2.843  0.1155
H34 -1.554 5.663 -1.888  0.0491
H35 -1.650 5.652 -3.642  0.0681
C32 4.095 -3.468 0.574  -0.3184
O14 5.154 -3.885 0.088  -0.0044
N7 3.886 -3.568 1.896  -0.2189
C33 2.539 -3.372 2.495  -0.0320
C34 4.895 -3.868 2.830  -0.1477
H36 2.949 -3.078 0.311  0.1713
H37 2.588 -2.365 2.630  0.0348
H38 2.596 -3.809 3.359  0.0250
H39 1.640 -3.511 1.899  0.0921
H40 6.025 -3.544 2.683  0.1186
H41 4.882 -5.032 3.384  0.1514
H42 5.022 -3.172 3.784  0.0814
C35 -3.860 0.493 -0.681  -0.3130
O15 -4.336 0.895 -1.758  -0.0513
N8 -4.290 0.921 0.527  -0.1478
C36 -3.635 0.466 1.714  -0.0835
C37 -5.305 2.016 0.561  -0.0101
H43 -2.882 -0.313 -0.824  0.1799
H44 -2.775 1.121 2.098  0.0938
H45 -2.973 -0.437 1.495  0.0956
H46 -4.144 0.245 2.615  0.0503
H47 -6.295 1.566 0.346  0.1049
H48 -5.310 2.664 -0.154  0.0070
H49 -5.412 2.576 1.458  0.0801
C38 1.300 4.877 1.601  -0.2889
O16 1.083 6.033 1.978  -0.0200
N9 0.671 3.782 2.204  -0.1471
C39 0.652 2.502 1.585  -0.0979
C40 -0.268 3.986 3.427  -0.0106
H50 1.928 4.624 0.792  0.1043
H51 -0.221 1.973 1.428  0.0534
H52 1.304 1.732 1.942  0.0662
H53 1.266 2.567 0.659  0.0773
H54 -0.768 2.958 3.846  0.1050
H55 -1.249 4.313 3.055  0.0681
H56 0.213 4.652 4.104  0.0584